No. 1
DFT (ωB97M-V/def2-TZVPD) results for a gas-phase ion, C2HF3NOS (charge -1) in a non-equilibrium geometry.

```
9
Properties=species:S:1:pos:R:3
O 1.628 0.790 -0.800
C 0.706 1.261 -0.180
S 0.264 2.875 -0.058
N -0.279 0.410 0.472
C -0.280 -1.211 0.143
F 0.932 -1.790 0.213
F -1.028 -1.768 1.074
F -0.790 -1.429 -1.084
H -1.154 0.862 0.220
```

For the highest occupied orbital energy, the calculation gives -3.5 eV. As for the SMILES: [O-]C(=S)NC(F)(F)F. Its spin multiplicity is 1. Its gap between HOMO and LUMO is 0.268 Eh. The total charge is -1. Its LUMO energy is 3.84 eV. As for the energy above the lowest of the compared OMol25 structures with the same formula, charge and spin: 14.5 kcal per mole.

Atom charges from the Mulliken analysis, given in e for atoms 1 to 5:
1 O -0.596
2 C 0.332
3 S -0.579
4 N -0.416
5 C 0.753

---

No. 2
DFT (ωB97M-V/def2-TZVPD) results for a single C5H5N3 molecule in a non-equilibrium geometry.

```
13
Properties=species:S:1:pos:R:3
H 1.251 -2.596 0.092
N 1.447 -1.618 0.025
C 0.371 -0.944 -0.006
N -0.883 -1.566 0.001
C -1.890 -0.771 -0.034
N -1.956 0.624 -0.012
C -0.821 1.225 0.066
C 0.431 0.501 0.002
C 1.609 1.173 -0.063
H -2.852 -1.261 -0.125
H -0.915 2.295 0.134
H 2.560 0.658 -0.053
H 1.648 2.279 -0.027
```

For the highest occupied orbital energy, the calculation gives -9.4 eV. As for the SMILES: [H]/N=C1\N=CN=CC1=C. Its spin multiplicity is 1. Its gap between HOMO and LUMO is 0.301 Eh. Its LUMO energy is -1.20 eV. As for the energy above the lowest of the compared OMol25 structures with the same formula, charge and spin: 18.0 kcal per mole.

Atom charges from the Mulliken analysis, given in e for atoms 1 to 5:
1 H 0.301
2 N -0.641
3 C 0.372
4 N -0.548
5 C -0.011

---

No. 3
DFT (ωB97M-V/def2-TZVPD) results for 2 unconnected molecules or ions with the total composition C2O3 in a non-equilibrium geometry.

```
5
Properties=species:S:1:pos:R:3
C -1.241 0.293 -0.489
C 1.462 -0.521 1.084
O 2.134 -0.348 0.210
O -1.724 -0.454 -1.208
O -0.730 1.033 0.187
```

For the highest occupied orbital energy, the calculation gives -12.9 eV. Its spin multiplicity is 1. Its gap between HOMO and LUMO is 0.498 Eh. Its LUMO energy is 0.62 eV. As for the energy above the lowest of the compared OMol25 structures with the same formula, charge and spin: 2.5 kcal per mole.

In elementary charge units, the Mulliken charges are:
1 C 0.673
2 C 0.102
3 O -0.113
4 O -0.347
5 O -0.314

---

No. 4
DFT (ωB97M-V/def2-TZVPD) results for a molecular structure, C14H33ClIOP2Rh in a non-equilibrium geometry.

```
53
Properties=species:S:1:pos:R:3
C -2.511 0.904 -1.942
I -3.372 -1.518 0.961
H -1.829 1.693 -2.307
H -3.267 1.379 -1.290
H -3.001 0.375 -2.776
Rh -1.615 -0.503 -0.750
P -1.345 -2.133 -2.449
C -2.075 -3.751 -2.038
C -1.876 -1.622 -4.098
H 1.029 -1.691 -2.661
H 0.553 -3.120 -3.619
H 0.735 -3.264 -1.839
C 0.420 -2.607 -2.659
H -1.184 -0.871 -4.496
H -1.882 -2.505 -4.754
H -2.065 -4.385 -2.937
H -3.104 -3.635 -1.676
H -2.887 -1.204 -4.055
H -1.473 -4.221 -1.246
C -0.723 -1.853 0.173
O -0.306 -2.826 0.688
Cl 0.165 0.408 -2.240
C 2.361 -1.220 0.474
C 1.633 -0.429 1.570
C 2.689 0.243 2.460
P 0.263 0.639 0.869
C -0.902 1.023 2.257
C -0.274 1.231 3.639
C -1.851 2.171 1.861
C 1.132 2.205 0.355
C 1.444 3.183 1.497
C 2.403 1.983 -0.475
H 2.953 -0.562 -0.169
H 1.701 -1.812 -0.162
H 3.038 -1.930 0.965
H 1.075 -1.151 2.190
H 3.382 0.883 1.898
H 2.290 0.802 3.313
H 3.305 -0.564 2.884
H -1.525 0.104 2.291
H 0.387 2.109 3.670
H -1.077 1.417 4.367
H 0.276 0.346 3.983
H -2.393 1.942 0.931
H -2.600 2.303 2.658
H -1.322 3.127 1.739
H 0.371 2.661 -0.302
H 2.171 2.751 2.201
H 1.930 4.078 1.076
H 0.568 3.536 2.052
H 2.245 1.283 -1.294
H 2.690 2.943 -0.913
H 3.251 1.654 0.128
```

For the highest occupied orbital energy (alpha / beta), the calculation gives -14.8 / -16.3 eV. Its spin multiplicity is 5. Its gap between HOMO and LUMO (alpha / beta) is 0.275 / 0.197 Eh. The total charge is +2. Its LUMO energy (alpha / beta) is -7.36 / -10.92 eV.

Atom charges from the Mulliken analysis, given in e for atoms 1 to 5:
1 C -0.929
2 I 0.161
3 H 0.463
4 H 0.367
5 H 0.258

---

No. 5
DFT (ωB97M-V/def2-TZVPD) results for a molecular structure, C34H72GaO9 in a non-equilibrium geometry.

```
116
Properties=species:S:1:pos:R:3
C 3.038 -6.265 2.158
C 2.556 -5.292 3.414
C 1.312 -4.295 3.013
C 1.815 -2.700 2.981
C 2.819 -2.578 1.680
C 4.216 -1.726 2.010
C 4.829 -1.300 0.513
C 5.513 0.192 0.506
C 4.483 1.427 0.185
C 3.012 1.311 0.901
C 2.004 2.331 0.106
C 0.677 1.630 -0.551
C 0.964 0.271 -1.423
C -0.340 -0.735 -1.135
C -0.131 -2.216 -1.843
C -1.179 -3.353 -1.299
Ga -3.024 -2.633 -0.703
C -3.572 -3.501 1.109
C -3.333 -2.469 2.364
O -4.558 -2.416 3.221
H 3.554 -7.226 2.595
H 2.148 -6.574 1.444
H 3.826 -5.714 1.462
H 3.465 -4.582 3.711
H 2.309 -6.018 4.328
H 0.412 -4.377 3.768
H 0.853 -4.556 1.942
H 0.845 -2.044 2.767
H 2.312 -2.418 4.003
H 3.172 -3.625 1.257
H 2.189 -2.068 0.816
H 4.973 -2.464 2.564
H 4.017 -0.752 2.633
H 3.992 -1.448 -0.322
H 5.674 -2.085 0.291
H 6.311 0.185 -0.382
H 6.166 0.374 1.488
H 4.337 1.644 -0.962
H 4.993 2.408 0.631
H 2.533 0.244 0.889
H 3.076 1.664 2.031
H 2.606 2.946 -0.693
H 1.615 3.114 0.915
H 0.214 2.421 -1.314
H -0.152 1.454 0.287
H 1.934 -0.315 -1.131
H 0.984 0.451 -2.603
H -1.338 -0.211 -1.526
H -0.413 -0.951 0.037
H -0.184 -2.024 -3.009
H 0.954 -2.595 -1.617
H -1.364 -4.104 -2.190
H -0.609 -3.978 -0.461
H -4.159 -2.974 -1.816
H -3.071 -1.038 -0.489
H -2.984 -4.500 1.355
H -4.714 -3.795 1.038
H -2.463 -2.885 3.055
H -3.094 -1.374 2.012
H -4.536 -1.498 3.629
O -0.854 4.345 0.590
C -1.790 4.371 -0.205
O -1.558 4.358 -1.538
C -2.577 4.256 -2.548
C -3.222 5.605 -2.806
C -3.203 4.499 0.286
H -3.305 3.478 -2.291
H -2.076 3.919 -3.462
H -3.714 5.999 -1.914
H -3.967 5.530 -3.605
H -2.465 6.340 -3.097
H -3.387 5.538 0.572
H -3.328 3.851 1.157
H -3.955 4.187 -0.437
O -3.972 -3.531 -4.170
C -4.797 -4.426 -4.334
O -5.444 -4.554 -5.515
C -6.327 -5.637 -5.854
C -7.710 -5.413 -5.271
C -5.160 -5.343 -3.202
H -5.893 -6.600 -5.563
H -6.398 -5.649 -6.947
H -7.689 -5.366 -4.180
H -8.389 -6.219 -5.567
H -8.120 -4.460 -5.618
H -5.833 -4.817 -2.520
H -4.245 -5.622 -2.672
H -5.626 -6.275 -3.518
O 8.488 1.714 1.350
C 9.365 1.061 0.790
O 10.161 1.638 -0.139
C 11.295 1.004 -0.757
C 10.857 0.092 -1.889
C 9.517 -0.406 1.068
H 11.910 0.490 -0.010
H 11.916 1.808 -1.166
H 10.211 -0.713 -1.535
H 11.726 -0.354 -2.382
H 10.280 0.655 -2.629
H 8.736 -0.952 0.531
H 9.406 -0.570 2.143
H 10.490 -0.812 0.796
O -5.408 7.493 0.169
C -5.866 7.782 1.271
O -5.300 7.296 2.399
C -5.675 7.673 3.735
C -6.910 6.916 4.187
C -7.110 8.616 1.383
H -5.787 8.760 3.817
H -4.834 7.402 4.382
H -7.773 7.132 3.554
H -7.166 7.175 5.219
H -6.739 5.837 4.125
H -7.978 7.989 1.161
H -7.050 9.430 0.657
H -7.245 9.084 2.357
```

For the highest occupied orbital energy, the calculation gives -4.3 eV. Its spin multiplicity is 1. Its gap between HOMO and LUMO is 0.227 Eh. The total charge is -1. Its LUMO energy is 1.85 eV.

Atom charges from the Mulliken analysis, given in e for atoms 1 to 5:
1 C -0.861
2 C -0.340
3 C -0.098
4 C -0.808
5 C 0.581

---

Copy entry 4 word for word.
DFT (ωB97M-V/def2-TZVPD) results for a molecular structure, C14H33ClIOP2Rh in a non-equilibrium geometry.

```
53
Properties=species:S:1:pos:R:3
C -2.511 0.904 -1.942
I -3.372 -1.518 0.961
H -1.829 1.693 -2.307
H -3.267 1.379 -1.290
H -3.001 0.375 -2.776
Rh -1.615 -0.503 -0.750
P -1.345 -2.133 -2.449
C -2.075 -3.751 -2.038
C -1.876 -1.622 -4.098
H 1.029 -1.691 -2.661
H 0.553 -3.120 -3.619
H 0.735 -3.264 -1.839
C 0.420 -2.607 -2.659
H -1.184 -0.871 -4.496
H -1.882 -2.505 -4.754
H -2.065 -4.385 -2.937
H -3.104 -3.635 -1.676
H -2.887 -1.204 -4.055
H -1.473 -4.221 -1.246
C -0.723 -1.853 0.173
O -0.306 -2.826 0.688
Cl 0.165 0.408 -2.240
C 2.361 -1.220 0.474
C 1.633 -0.429 1.570
C 2.689 0.243 2.460
P 0.263 0.639 0.869
C -0.902 1.023 2.257
C -0.274 1.231 3.639
C -1.851 2.171 1.861
C 1.132 2.205 0.355
C 1.444 3.183 1.497
C 2.403 1.983 -0.475
H 2.953 -0.562 -0.169
H 1.701 -1.812 -0.162
H 3.038 -1.930 0.965
H 1.075 -1.151 2.190
H 3.382 0.883 1.898
H 2.290 0.802 3.313
H 3.305 -0.564 2.884
H -1.525 0.104 2.291
H 0.387 2.109 3.670
H -1.077 1.417 4.367
H 0.276 0.346 3.983
H -2.393 1.942 0.931
H -2.600 2.303 2.658
H -1.322 3.127 1.739
H 0.371 2.661 -0.302
H 2.171 2.751 2.201
H 1.930 4.078 1.076
H 0.568 3.536 2.052
H 2.245 1.283 -1.294
H 2.690 2.943 -0.913
H 3.251 1.654 0.128
```

For the highest occupied orbital energy (alpha / beta), the calculation gives -14.8 / -16.3 eV. Its spin multiplicity is 5. Its gap between HOMO and LUMO (alpha / beta) is 0.275 / 0.197 Eh. The total charge is +2. Its LUMO energy (alpha / beta) is -7.36 / -10.92 eV.

Atom charges from the Mulliken analysis, given in e for atoms 1 to 5:
1 C -0.929
2 I 0.161
3 H 0.463
4 H 0.367
5 H 0.258

---

Among the records above, which one has the highest spin multiplicity?
C14H33ClIOP2Rh